# C18H21FNSe2Te2W

C18H21FNSe2Te2W as an isolated structure (wB97M-V/def2-TZVPD, the Open Molecules 2025 dataset).

Each line ends with the Mulliken charge.
Positions of all 46 atoms, in Å:
1 W 1.05110 0.61537 0.52882  0.56
2 C 2.04184 -1.77508 -2.71742  -1.39
3 C 3.33659 -1.27735 -2.07901  0.20
4 C 3.66235 -2.09823 -0.82292  -1.11
5 C 3.49655 0.21125 -1.78896  0.14
6 C 4.80733 0.65418 -1.71874  -0.60
7 C 5.12380 1.96955 -1.42835  -1.61
8 C 4.12265 2.91497 -1.26802  -0.38
9 C 2.79107 2.54686 -1.33521  1.30
10 C 1.73654 3.63970 -1.28462  0.63
11 C 1.86843 4.54818 -2.51782  -1.53
12 C 1.83786 4.50370 -0.02220  -1.54
13 C 2.47606 1.16014 -1.51688  -1.37
14 N 1.09817 0.77120 -1.39362  2.37
15 C 0.23898 0.82990 -2.49861  -0.42
16 C 0.64275 1.32216 -3.73826  -0.22
17 C -0.23182 1.36524 -4.80845  -1.16
18 C -1.53665 0.90713 -4.67435  -0.51
19 C -1.95588 0.39059 -3.45613  -0.75
20 C -1.06642 0.36313 -2.40875  0.73
21 F -1.46041 -0.17902 -1.23709  -0.26
22 H 2.18206 -2.81885 -3.00024  0.50
23 H 1.79118 -1.21702 -3.61772  0.35
24 H 1.19129 -1.73834 -2.03753  0.08
25 H 4.12604 -1.48853 -2.80685  0.51
26 H 2.90189 -1.93619 -0.05775  0.16
27 H 4.63016 -1.83112 -0.40019  0.36
28 H 3.67210 -3.16232 -1.06126  0.42
29 H 5.60825 -0.05512 -1.89057  0.52
30 H 6.16241 2.26836 -1.36078  0.41
31 H 4.38497 3.95138 -1.10052  0.39
32 H 0.74887 3.18444 -1.31585  0.11
33 H 2.82894 5.06757 -2.51134  0.36
34 H 1.07953 5.30046 -2.49820  0.47
35 H 1.78498 3.99404 -3.45139  0.33
36 H 2.79680 5.02361 0.01966  0.33
37 H 1.73267 3.92120 0.89222  0.29
38 H 1.05029 5.25796 -0.03437  0.43
39 H 1.66502 1.66123 -3.85698  0.73
40 H 0.11148 1.75641 -5.75653  0.45
41 H -2.22140 0.93943 -5.51001  0.42
42 H -2.95472 0.00315 -3.30676  0.50
43 Se -0.60697 1.94566 1.17334  -0.12
44 Te 3.21032 1.21292 1.76314  0.03
45 Te 0.74118 -0.89831 3.05878  0.15
46 Se 0.20844 -1.71530 0.81730  -0.26

Computed properties:
⟨S²⟩   2.023
E_HOMO (alpha / beta)   -0.4087 / -0.4118 hartree
Total charge   +1
Molar mass   867.33 g/mol
Orbital gap (alpha / beta)   6.4 / 5.3 eV
Lowest unoccupied orbital energy (alpha / beta)   -4.745 / -5.910 eV
Spin multiplicity   3